Computed, not measured: a 2-piece molecular cluster, C3H3Cl3S overall, with ωB97M-V with the def2-TZVPD basis set.

Geometry as ORCA input:
```
! wB97M-V def2-TZVPD RIJCOSX def2/J DEFGRID3
* xyz 0 1
C -1.13430 0.57392 -0.34553
C -1.73274 -0.59274 -0.12816
C 2.30576 -0.08510 0.32883
S 2.15837 1.50448 0.14376
Cl -1.96729 2.05589 -0.19535
Cl -3.37609 -0.75391 0.33613
Cl -0.87705 -2.07576 -0.29235
H 1.57263 -0.78502 -0.04843
H 3.15544 -0.51093 0.84761
H -0.10472 0.66919 -0.64651
*
```

- SMILES = ClC=C(Cl)Cl.C=S


Computed, not measured: one molecule with the formula C3H3Cl3Si, with ωB97M-V with the def2-TZVPD basis set.

Geometry as ORCA input:
```
! wB97M-V def2-TZVPD RIJCOSX def2/J DEFGRID3
* xyz 0 1
C 0.17047 -0.22645 -0.70386
C -0.72652 -1.03393 -1.30674
C 1.21553 0.58557 -0.28522
Si -1.10437 -0.93723 -3.13993
Cl 0.60346 -1.67391 -3.99003
Cl -2.47716 -2.35938 -3.36218
Cl -1.69062 0.87345 -3.88052
H -1.40729 -1.66293 -0.79607
H 2.13020 0.23928 -0.07229
H 1.03437 1.60403 -0.12744
*
```

- SMILES = C=C=C[Si](Cl)(Cl)Cl


Computed, not measured: one molecule with the formula C3H3ClF2, with ωB97M-V with the def2-TZVPD basis set.

Geometry as ORCA input:
```
! wB97M-V def2-TZVPD RIJCOSX def2/J DEFGRID3
* xyz 0 1
C 0.08360 1.30464 0.37974
C -0.08289 -0.18134 0.16975
C -1.25173 -0.75323 -0.17670
H -0.91468 1.68295 -0.10663
H 0.41311 1.64993 1.50045
H -1.70922 -1.72414 -0.30855
F 1.23662 1.79623 -0.36432
F -2.35397 0.16507 -0.04508
Cl 1.16312 -1.26358 0.02132
*
```

- SMILES = F/C=C(/Cl)CF


Computed, not measured: one molecule with the formula C3H3ClF2O, with ωB97M-V with the def2-TZVPD basis set.

Geometry as ORCA input:
```
! wB97M-V def2-TZVPD RIJCOSX def2/J DEFGRID3
* xyz 0 1
C 0.54926 -0.35569 0.30617
C 1.89158 -0.12983 0.32055
C -1.61660 0.31919 -0.35453
O -0.39466 0.57805 0.31422
F 0.14666 -1.64634 0.34430
F 2.78457 -1.01832 0.44007
Cl 2.51150 1.49216 0.20979
H -1.44266 0.36679 -1.32608
H -2.35854 1.02465 -0.11655
H -2.07111 -0.63066 -0.13795
*
```

- SMILES = CO/C(F)=C(/F)Cl


Looking at energy relative to the best compared isomer or geometry (same formula, charge and spin) for the records above, in order, we have 14.5 0.0 38.6 8.5 kcal/mol.
Looking at E for the records above, in order, we have -51560.404 -48606.931 -21114.884 -23162.441 eV.